No. 1
Entry from OMol25: 5 unconnected molecules or ions with the total composition H10O5 in a non-equilibrium geometry (wB97M-V/def2-TZVPD).

Summary:
Orbital gap, hartree: 0.4257
F_max, eV/A: 2.2
LUMO energy, eV: 0.4
Highest occupied orbital energy, eV: -11.17
Total charge: 0
SMILES string: O.O.O.O.O
2S+1: 1

CARTESIAN COORDINATES (ANGSTROEM)
H -1.8200 0.3020 -0.2838
H -2.2239 0.3504 -1.8867
H -0.6793 -0.9891 1.1332
H -1.8344 -0.3461 2.1060
H -0.3867 -1.1689 -0.8183
H 1.0341 -1.5322 -0.1572
H 2.0329 0.5673 0.1834
H 2.7941 -0.1620 -0.9736
H 0.2424 1.3088 0.9478
H 0.1673 1.5781 -0.5114
O -1.4904 0.3984 -1.2009
O -1.1256 -0.1225 1.4285
O 0.0597 -1.7275 -0.1758
O 2.5299 -0.2894 -0.0272
O 0.6999 1.8327 0.2361

List of Löwdin charges in e, atom by atom: atom 1 (H): 0.02, atom 2 (H): 0.10, atom 3 (H): 0.04, atom 4 (H): 0.10, atom 5 (H): 0.01, atom 6 (H): 0.05, atom 7 (H): 0.03, atom 8 (H): 0.07, atom 9 (H): 0.05, atom 10 (H): 0.01, atom 11 (O): -0.10, atom 12 (O): -0.13, atom 13 (O): -0.08, atom 14 (O): -0.11, atom 15 (O): -0.07



No. 2
Entry from OMol25: a molecular structure, C23H25EuF15N6O5S4 in a non-equilibrium geometry (wB97M-V/def2-TZVPD).

Summary:
Orbital gap (alpha / beta), hartree: 0.2696 / 0.3153
F_max, eV/A: 3.0
LUMO energy (alpha / beta), eV: -3.6 / -2.4
Highest occupied orbital energy (alpha / beta), eV: -10.93 / -10.94
Total charge: +1
2S+1: 7

CARTESIAN COORDINATES (ANGSTROEM)
Eu -0.3781 0.2652 0.2364
C 4.4810 2.4688 2.5474
N 4.3765 1.1176 2.0061
C 5.3424 0.1319 2.1113
C 4.8771 -0.9494 1.4833
N 3.6042 -0.6296 0.9879
C 3.3098 0.6668 1.3113
S 1.9815 1.6448 0.9844
C 2.8758 -1.5191 0.1379
C 3.2607 -2.8498 0.0917
C 2.6725 -3.6742 -0.8511
C 1.7435 -3.1433 -1.7246
C 1.3899 -1.8237 -1.5517
N 1.9070 -1.0195 -0.6137
H 5.4538 2.5693 3.0202
H 3.6939 2.6407 3.2790
H 4.3788 3.1997 1.7489
H 6.2813 0.2933 2.6132
H 5.3548 -1.8935 1.3098
H 3.9993 -3.2455 0.7716
H 2.9517 -4.7190 -0.9037
H 1.2733 -3.7379 -2.4951
H 0.6670 -1.3682 -2.2106
F -2.4721 4.7378 1.0013
C -2.5005 4.4800 -0.2968
F -3.7392 4.2499 -0.6835
F -1.9752 5.4777 -0.9712
S -1.4632 2.9900 -0.5872
O -1.9732 1.8972 0.2633
O -0.1024 3.3218 -0.2649
N -1.7796 2.7793 -2.1225
S -1.0531 1.5532 -2.7853
O -0.1044 0.9657 -1.7943
O -0.6124 1.7392 -4.1150
C -2.3209 0.2207 -2.7887
F -3.3300 0.4786 -3.5786
F -2.7430 0.1251 -1.5169
F -1.7236 -0.9070 -3.1464
C -0.1731 3.5837 3.2546
S -0.9266 1.9391 3.2462
C -2.6447 2.4066 3.5262
H -0.8225 4.2918 2.7458
H 0.7749 3.5217 2.7259
H -0.0060 3.9111 4.2796
H -2.7346 2.9517 4.4644
H -3.2302 1.4888 3.5847
H -3.0178 3.0122 2.7030
F 0.0432 -3.4680 1.4658
C -1.0123 -3.9211 0.7890
F -0.5455 -4.7196 -0.1759
F -1.7417 -4.6770 1.6157
C -1.8381 -2.7183 0.1850
O -1.0339 -1.7304 -0.2574
C -2.8199 -2.1349 1.2899
F -4.0858 -2.4849 1.1425
F -2.4518 -2.4521 2.5378
F -2.7661 -0.7744 1.2311
C -2.6786 -3.2904 -1.0065
F -3.5787 -2.3963 -1.4282
F -1.8970 -3.5614 -2.0485
F -3.3246 -4.4024 -0.6542
N 0.1731 -0.7676 2.3547
C -0.0250 -1.3071 3.3589
N -0.2490 -1.9143 4.4905
C 0.1790 -3.3055 4.7332
C 0.9105 -3.3702 6.0640
C 0.0338 -2.8081 7.1859
C -0.4118 -1.3776 6.8699
C -1.1182 -1.3162 5.5244
H 0.7911 -3.6382 3.8988
H -0.7214 -3.9261 4.7633
H 1.8312 -2.7837 5.9886
H 1.1935 -4.4043 6.2681
H 0.5756 -2.8301 8.1307
H -0.8491 -3.4447 7.3074
H 0.4583 -0.7151 6.8425
H -1.0879 -1.0022 7.6395
H -1.3513 -0.2943 5.2326
H -2.0454 -1.8961 5.5519

List of Löwdin charges in e, atom by atom: atom 1 (Eu): 1.78, atom 2 (C): -0.02, atom 3 (N): -0.12, atom 4 (C): -0.02, atom 5 (C): -0.02, atom 6 (N): 0.03, atom 7 (C): -0.66, atom 8 (S): 0.68, atom 9 (C): -0.25, atom 10 (C): 0.00, atom 11 (C): -0.03, atom 12 (C): -0.04, atom 13 (C): -0.14, atom 14 (N): 0.06, atom 15 (H): 0.10, atom 16 (H): 0.09, atom 17 (H): 0.09, atom 18 (H): 0.13, atom 19 (H): 0.12, atom 20 (H): 0.11, atom 21 (H): 0.12, atom 22 (H): 0.12, atom 23 (H): 0.09, atom 24 (F): 0.15, atom 25 (C): -0.70, atom 26 (F): 0.18, atom 27 (F): 0.19, atom 28 (S): 0.63, atom 29 (O): -0.47, atom 30 (O): -0.33, atom 31 (N): -0.26, atom 32 (S): 0.68, atom 33 (O): -0.49, atom 34 (O): -0.19, atom 35 (C): -0.68, atom 36 (F): 0.21, atom 37 (F): 0.09, atom 38 (F): 0.16, atom 39 (C): -0.38, atom 40 (S): 0.73, atom 41 (C): -0.38, atom 42 (H): 0.03, atom 43 (H): -0.01, atom 44 (H): 0.04, atom 45 (H): 0.05, atom 46 (H): 0.04, atom 47 (H): 0.02, atom 48 (F): 0.15, atom 49 (C): -0.54, atom 50 (F): 0.17, atom 51 (F): 0.17, atom 52 (C): -0.26, atom 53 (O): -0.29, atom 54 (C): -0.51, atom 55 (F): 0.20, atom 56 (F): 0.16, atom 57 (F): 0.09, atom 58 (C): -0.56, atom 59 (F): 0.17, atom 60 (F): 0.18, atom 61 (F): 0.19, atom 62 (N): 0.04, atom 63 (C): -0.26, atom 64 (N): -0.07, atom 65 (C): -0.13, atom 66 (C): -0.17, atom 67 (C): -0.19, atom 68 (C): -0.17, atom 69 (C): -0.13, atom 70 (H): 0.12, atom 71 (H): 0.13, atom 72 (H): 0.12, atom 73 (H): 0.12, atom 74 (H): 0.11, atom 75 (H): 0.12, atom 76 (H): 0.12, atom 77 (H): 0.12, atom 78 (H): 0.10, atom 79 (H): 0.13



No. 3
Entry from OMol25: a gas-phase ion, C8H13N4O2 (charge +1) in a non-equilibrium geometry (wB97M-V/def2-TZVPD).

Summary:
Orbital gap, hartree: 0.3611
F_max, eV/A: 4.5
LUMO energy, eV: -3.8
Highest occupied orbital energy, eV: -13.67
Total charge: +1
2S+1: 1

CARTESIAN COORDINATES (ANGSTROEM)
C -0.7799 -0.6934 -0.3832
C 1.0877 -1.7304 -0.2021
C 1.7787 0.7183 0.1054
C -2.7504 0.3978 0.0028
C -0.5829 0.7842 -0.6956
C 3.3098 -1.2342 0.1626
C 0.7528 2.9024 -0.4055
C -2.5139 -2.1690 0.4890
N -1.6926 1.3949 0.1185
N 1.9083 -0.7431 -0.0320
N 0.6936 1.3658 -0.3398
N -1.9691 -0.8888 0.0525
O 0.9074 -2.8627 -0.3930
O 2.6794 1.3543 0.6078
H -3.4399 0.5126 0.8841
H -3.0933 0.3478 -1.0914
H -0.7252 0.7834 -1.7302
H 3.9961 -0.4194 -0.1861
H 3.5487 -1.2041 1.2842
H 3.4144 -2.3606 -0.0095
H 0.8421 3.3933 0.5777
H 1.8361 3.1918 -0.6611
H 0.0424 3.1708 -1.1667
H -2.6364 -2.1814 1.5763
H -1.7322 -2.9606 0.3348
H -3.5002 -2.3363 -0.0146
H -1.3816 1.4665 1.1150

List of Löwdin charges in e, atom by atom: atom 1 (C): 0.07, atom 2 (C): -0.25, atom 3 (C): -0.43, atom 4 (C): -0.11, atom 5 (C): -0.26, atom 6 (C): 0.02, atom 7 (C): 0.03, atom 8 (C): 0.01, atom 9 (N): 0.03, atom 10 (N): 0.04, atom 11 (N): -0.02, atom 12 (N): -0.11, atom 13 (O): 0.20, atom 14 (O): 0.12, atom 15 (H): 0.16, atom 16 (H): 0.17, atom 17 (H): 0.15, atom 18 (H): 0.12, atom 19 (H): 0.12, atom 20 (H): 0.13, atom 21 (H): 0.10, atom 22 (H): 0.12, atom 23 (H): 0.09, atom 24 (H): 0.10, atom 25 (H): 0.11, atom 26 (H): 0.12, atom 27 (H): 0.15



No. 4
Entry from OMol25: a molecular structure, C37H61N6O7Si4Ti in a non-equilibrium geometry (wB97M-V/def2-TZVPD).

Summary:
Orbital gap (alpha / beta), hartree: 0.2085 / 0.2304
F_max, eV/A: 2.0
LUMO energy (alpha / beta), eV: 2.3 / 2.3
Highest occupied orbital energy (alpha / beta), eV: -3.41 / -4.01
Total charge: -1
2S+1: 1

CARTESIAN COORDINATES (ANGSTROEM)
Ti 0.0248 0.8405 0.6290
O -2.3938 -2.1992 2.6224
C -1.5581 -2.4421 3.6515
C -1.9836 -3.3810 4.5920
C -1.1802 -3.7040 5.6693
C 0.0655 -3.1040 5.8216
C 0.4864 -2.1749 4.8865
C -0.3104 -1.8149 3.8027
C 0.1612 -0.7940 2.8323
O -0.5220 -0.7023 1.6817
N 1.1797 -0.0680 3.0744
N 1.5420 0.6741 1.9018
C 1.6532 2.0551 2.0464
C 0.7855 2.8342 2.9136
C 1.2260 3.7876 3.8379
C 0.3313 4.5052 4.6144
C -1.0406 4.2783 4.4848
C -1.5052 3.3667 3.5505
C -0.5925 2.6769 2.7588
O -1.0018 1.9159 1.7359
H -1.9262 -1.5943 1.9945
H -2.9501 -3.8436 4.4474
H -1.5251 -4.4336 6.3921
H 0.7008 -3.3598 6.6587
H 1.4489 -1.6878 4.9754
H 2.5798 2.5097 1.7002
H 2.2932 3.9375 3.9567
H 0.6983 5.2257 5.3340
H -1.7452 4.8273 5.0962
H -2.5630 3.1951 3.4041
N 1.3973 -3.1655 -2.6733
C 0.8363 -4.4513 -2.2102
C 1.5362 -4.9346 -0.9358
C 1.1003 -4.2752 0.3769
N 1.7096 -2.9492 0.5245
C -0.4235 -4.1859 0.4680
C -1.1125 -3.6102 -0.7652
N -0.8816 -2.1784 -0.8816
C -0.6816 -4.4066 -1.9992
H 1.8330 -1.3288 -2.0256
H 1.0032 -2.9343 -3.5798
H 2.4029 -3.2642 -2.8125
H 1.0251 -5.2141 -2.9797
H 2.6212 -4.8386 -1.0553
H 1.3258 -6.0046 -0.8435
H 1.4239 -4.9463 1.1871
H 2.7204 -3.0272 0.5701
H 1.4058 -2.4999 1.3838
H -0.7088 -3.6114 1.3523
H -0.8008 -5.2032 0.6145
H -2.1906 -3.7521 -0.6194
H -1.1380 -1.8628 -1.8114
H 0.1168 -2.0056 -0.7764
H -1.1772 -4.0133 -2.8941
H -1.0192 -5.4424 -1.8768
N 1.4012 1.9786 -0.7871
H 2.3653 1.9395 -0.4653
H 1.0995 2.9483 -0.7890
H 1.3856 1.6367 -1.7469
C -0.8747 4.4878 -0.4363
Si -2.3222 3.4110 -0.9920
C -3.0981 4.4071 -2.3917
C -3.5733 3.4462 0.4171
Si -1.6867 1.2041 -1.4553
Si -1.1669 1.3386 -3.7107
C -2.4976 1.9679 -4.8848
C 0.3438 2.4218 -4.0762
C -0.6726 -0.3538 -4.3944
Si -3.7738 0.1660 -1.4007
C -5.1969 1.1773 -2.1125
C -3.8640 -1.4645 -2.3417
C -4.1947 -0.1853 0.4056
H -1.2670 5.4422 -0.0738
H -0.1971 4.7122 -1.2673
H -0.3009 4.0446 0.3804
H -3.4910 5.3401 -1.9772
H -3.9163 3.8767 -2.8779
H -2.3669 4.6590 -3.1613
H -3.5177 4.4026 0.9439
H -3.3702 2.6543 1.1367
H -4.5927 3.3161 0.0516
H -2.6458 3.0409 -4.7939
H -3.4625 1.4947 -4.7042
H -2.1959 1.7460 -5.9126
H 0.3304 3.3661 -3.5272
H 1.2823 1.9129 -3.8439
H 0.3612 2.6609 -5.1431
H -1.4617 -1.0971 -4.2753
H 0.2103 -0.7251 -3.8701
H -0.4324 -0.2791 -5.4592
H -5.1140 1.2797 -3.1955
H -5.2385 2.1821 -1.6964
H -6.1440 0.6773 -1.8900
H -3.4877 -1.3754 -3.3617
H -4.9086 -1.7838 -2.3992
H -3.3005 -2.2481 -1.8407
H -5.0443 0.4176 0.7343
H -3.3577 0.0536 1.0638
H -4.4406 -1.2377 0.5629
O 4.0216 -1.9321 -2.6600
C 3.7000 -1.1170 -1.8076
O 2.4513 -0.6834 -1.5927
C 4.6962 -0.4791 -0.8705
C 6.0412 -0.6469 -1.1654
C 7.0324 -0.1026 -0.3391
C 6.5944 0.5964 0.7613
O 7.3528 1.2154 1.7195
C 6.4224 1.6952 2.7076
O 5.1094 1.4716 2.2092
C 5.2493 0.7470 1.0559
C 4.2590 0.2180 0.2689
H 6.3110 -1.2089 -2.0476
H 8.0842 -0.2255 -0.5495
H 6.5820 2.7638 2.8561
H 6.5686 1.1338 3.6347
H 3.2177 0.2730 0.5735

Löwdin population analysis, charges in e, atoms 1 to 99: atom 1 (Ti): 0.82, atom 2 (O): 0.04, atom 3 (C): -0.28, atom 4 (C): -0.02, atom 5 (C): -0.11, atom 6 (C): -0.11, atom 7 (C): -0.04, atom 8 (C): -0.08, atom 9 (C): -0.44, atom 10 (O): -0.23, atom 11 (N): 0.11, atom 12 (N): -0.20, atom 13 (C): -0.18, atom 14 (C): -0.19, atom 15 (C): -0.05, atom 16 (C): -0.12, atom 17 (C): -0.11, atom 18 (C): -0.02, atom 19 (C): -0.33, atom 20 (O): -0.24, atom 21 (H): 0.07, atom 22 (H): 0.11, atom 23 (H): 0.09, atom 24 (H): 0.09, atom 25 (H): 0.10, atom 26 (H): 0.09, atom 27 (H): 0.10, atom 28 (H): 0.08, atom 29 (H): 0.09, atom 30 (H): 0.11, atom 31 (N): 0.05, atom 32 (C): -0.36, atom 33 (C): -0.12, atom 34 (C): -0.37, atom 35 (N): 0.08, atom 36 (C): -0.10, atom 37 (C): -0.38, atom 38 (N): 0.07, atom 39 (C): -0.12, atom 40 (H): 0.08, atom 41 (H): 0.08, atom 42 (H): 0.06, atom 43 (H): 0.13, atom 44 (H): 0.11, atom 45 (H): 0.12, atom 46 (H): 0.13, atom 47 (H): 0.08, atom 48 (H): 0.07, atom 49 (H): 0.10, atom 50 (H): 0.12, atom 51 (H): 0.13, atom 52 (H): 0.03, atom 53 (H): 0.03, atom 54 (H): 0.11, atom 55 (H): 0.12, atom 56 (N): 0.03, atom 57 (H): 0.04, atom 58 (H): 0.03, atom 59 (H): 0.01, atom 60 (C): -0.22, atom 61 (Si): 0.32, atom 62 (C): -0.23, atom 63 (C): -0.21, atom 64 (Si): 0.38, atom 65 (Si): 0.29, atom 66 (C): -0.22, atom 67 (C): -0.23, atom 68 (C): -0.23, atom 69 (Si): 0.33, atom 70 (C): -0.22, atom 71 (C): -0.22, atom 72 (C): -0.21, atom 73 (H): 0.03, atom 74 (H): 0.02, atom 75 (H): 0.01, atom 76 (H): 0.03, atom 77 (H): 0.01, atom 78 (H): 0.02, atom 79 (H): 0.03, atom 80 (H): 0.00, atom 81 (H): 0.01, atom 82 (H): 0.01, atom 83 (H): 0.01, atom 84 (H): 0.02, atom 85 (H): 0.01, atom 86 (H): 0.01, atom 87 (H): 0.03, atom 88 (H): 0.00, atom 89 (H): 0.00, atom 90 (H): 0.03, atom 91 (H): 0.01, atom 92 (H): 0.00, atom 93 (H): 0.03, atom 94 (H): 0.01, atom 95 (H): 0.03, atom 96 (H): 0.00, atom 97 (H): 0.03, atom 98 (H): 0.01, atom 99 (H): 0.03



No. 5
Entry from OMol25: a single C22H25F4NO2 molecule (wB97M-V/def2-TZVPD).

Summary:
Orbital gap, hartree: 0.3452
F_max, eV/A: 0.5
LUMO energy, eV: 0.7
Highest occupied orbital energy, eV: -8.71
Total charge: 0
SMILES string: COc1ccc(CN2CCC(CO)(Cc3ccccc3C(F)(F)F)CC2)c(F)c1
2S+1: 1

CARTESIAN COORDINATES (ANGSTROEM)
C -1.8789 3.8552 6.4397
H -2.1624 2.8028 6.3419
O -1.7870 4.4840 5.1826
C -0.8796 4.0191 4.2894
C -0.8173 4.6892 3.0654
C 0.0723 4.2902 2.0921
C 0.9319 3.2104 2.2835
C 0.8561 2.5733 3.5124
C -0.0205 2.9498 4.5141
H -0.0049 2.4006 5.4411
F 1.6882 1.5391 3.7795
C 1.8582 2.7305 1.1919
N 1.2950 1.7211 0.3065
C 0.1642 2.1919 -0.4799
C -0.5265 1.0201 -1.1874
H -1.3182 0.6279 -0.5461
H -0.9979 1.3788 -2.1040
C 0.4511 -0.1254 -1.5063
C 1.0005 -0.6439 -0.1605
C 0.9895 0.4430 0.9254
H 0.0184 0.4671 1.4447
H 1.7555 0.2154 1.6677
H 2.0265 -0.9842 -0.2905
H 0.4046 -1.4926 0.1769
C 1.5746 0.4122 -2.4419
O 2.7898 0.6769 -1.8011
H 2.5758 1.2104 -1.0117
H 1.2048 1.3186 -2.9458
H 1.8001 -0.3145 -3.2259
C -0.3609 -1.2164 -2.2310
C 0.2484 -2.5854 -2.4002
C 1.6135 -2.8370 -2.3143
C 2.1306 -4.1081 -2.4941
C 1.2949 -5.1741 -2.7707
C -0.0654 -4.9546 -2.8716
C -0.5823 -3.6775 -2.6921
C -2.0717 -3.5034 -2.8123
F -2.6570 -3.1738 -1.6391
F -2.4299 -2.5410 -3.6844
F -2.7003 -4.6134 -3.2245
H -0.7309 -5.7749 -3.0915
H 1.6929 -6.1669 -2.9097
H 3.1964 -4.2615 -2.4176
H 2.2980 -2.0346 -2.1061
H -1.3013 -1.3271 -1.6873
H -0.6183 -0.8401 -3.2274
H -0.5816 2.7079 0.1463
H 0.5471 2.9156 -1.2071
H 2.7605 2.3022 1.6372
H 2.1483 3.5818 0.5682
H 0.1173 4.8360 1.1613
H -1.4781 5.5258 2.9062
H -2.6590 4.3892 6.9792
H -0.9388 3.9303 6.9947

List of Löwdin charges in e, atom by atom: atom 1 (C): -0.08, atom 2 (H): 0.10, atom 3 (O): -0.08, atom 4 (C): -0.27, atom 5 (C): 0.00, atom 6 (C): -0.04, atom 7 (C): -0.15, atom 8 (C): -0.22, atom 9 (C): 0.06, atom 10 (H): 0.12, atom 11 (F): 0.06, atom 12 (C): -0.12, atom 13 (N): -0.19, atom 14 (C): -0.16, atom 15 (C): -0.12, atom 16 (H): 0.12, atom 17 (H): 0.13, atom 18 (C): -0.40, atom 19 (C): -0.10, atom 20 (C): -0.16, atom 21 (H): 0.13, atom 22 (H): 0.12, atom 23 (H): 0.11, atom 24 (H): 0.13, atom 25 (C): -0.21, atom 26 (O): -0.07, atom 27 (H): 0.06, atom 28 (H): 0.12, atom 29 (H): 0.12, atom 30 (C): -0.09, atom 31 (C): -0.13, atom 32 (C): -0.02, atom 33 (C): -0.06, atom 34 (C): -0.07, atom 35 (C): -0.01, atom 36 (C): -0.07, atom 37 (C): -0.57, atom 38 (F): 0.13, atom 39 (F): 0.14, atom 40 (F): 0.13, atom 41 (H): 0.12, atom 42 (H): 0.10, atom 43 (H): 0.11, atom 44 (H): 0.10, atom 45 (H): 0.12, atom 46 (H): 0.14, atom 47 (H): 0.12, atom 48 (H): 0.13, atom 49 (H): 0.13, atom 50 (H): 0.13, atom 51 (H): 0.12, atom 52 (H): 0.12, atom 53 (H): 0.09, atom 54 (H): 0.10